14
Properties=species:S:1:pos:R:3:forces:R:3 method="wB97M-V/def2-TZVPD" de_lowest_ev=0.551 charge=0 homo_lumo_gap_ev=10.471 e_tot_ha=-320.86305 homo_ev=-9.740
C 1.34399 -0.97898 0.78399 0.189 -0.275 -0.208
C 0.54654 0.28865 1.07542 -0.259 0.441 0.330
N -0.81053 0.32031 0.51716 0.513 -0.194 -0.439
C -0.83439 0.58047 -0.82927 -0.214 -0.081 -0.248
N 0.16698 1.09402 -1.43103 -0.150 -0.232 0.088
C -2.07930 0.19701 -1.51165 -0.912 -0.298 -0.535
N -3.03229 -0.14154 -2.07719 1.098 0.429 0.671
H 1.54814 -1.19462 -0.27872 -0.372 0.472 0.287
H 0.83405 -1.86082 1.18375 0.120 0.090 0.116
H 2.33219 -0.89065 1.24690 -0.183 -0.088 0.128
H 1.04317 1.17417 0.66876 0.038 -0.273 0.153
H 0.43254 0.45675 2.14805 0.163 -0.203 0.014
H -1.53353 -0.26084 0.93107 0.302 0.199 -0.357
H 0.04244 1.21608 -2.42725 -0.333 0.013 -0.001

***

48
Properties=species:S:1:pos:R:3:forces:R:3 method="wB97M-V/def2-TZVPD" s2=0.751 de_lowest_ev=0.385 charge=0 homo_lumo_gap_ev="4.168 / 8.014" spin_multiplicity=2 e_tot_ha=-2499.60322 homo_ev="-5.508 / -9.358"
Li -13.30894 7.86868 -7.27241 0.008 0.408 -0.522
Zr -13.57854 11.68053 -10.84479 -0.618 2.229 -0.444
C -15.33334 14.72834 -7.85561 0.112 0.429 -1.742
F -15.49666 15.77013 -7.00696 0.207 -1.241 -1.019
F -14.90765 13.65475 -7.20868 -0.129 0.170 0.422
F -16.55199 14.40264 -8.41154 0.694 0.428 0.610
S -14.07329 15.04345 -9.33247 0.309 1.786 -0.706
O -13.94012 13.73403 -9.98073 -0.579 -1.279 -0.210
O -14.60609 15.98715 -10.28682 -1.066 -0.270 0.706
O -12.87081 15.48308 -8.71221 0.305 -0.262 1.084
P -12.61743 10.06955 -9.09040 2.998 0.818 -1.668
O -12.03481 9.03087 -8.09043 -2.415 1.689 -1.421
O -14.03289 10.12556 -9.57038 -7.472 -4.085 2.688
O -12.18494 10.14023 -10.58302 4.376 -3.474 -2.564
O -12.52098 11.58346 -9.08035 2.496 3.254 5.792
O -11.76756 7.69578 -11.42192 -0.067 -1.298 -0.358
H -10.99255 7.81523 -11.97084 0.192 -0.054 -0.071
H -11.90843 8.55120 -11.01617 -0.141 0.859 -0.088
O -15.80603 11.92182 -10.58137 -0.908 -0.041 -0.172
H -16.37128 12.67610 -10.74805 0.115 0.634 -0.034
H -16.35649 11.31382 -10.08785 0.100 -0.565 0.063
O -16.14423 8.62589 -10.72676 -0.336 0.114 -0.185
H -15.52016 8.45314 -10.02183 0.464 0.008 0.183
H -16.99038 8.35625 -10.36962 -0.289 -0.194 -0.147
O -10.34390 7.02208 -8.27923 0.009 -0.741 0.121
H -10.73298 7.86762 -8.05583 0.010 0.428 -0.277
H -10.13021 6.62559 -7.43462 0.353 -0.171 0.161
O -14.37380 10.11145 -12.22470 -0.112 0.170 -1.191
H -14.31048 10.07142 -13.17896 0.357 0.125 -0.210
H -14.98608 9.41237 -11.99528 -0.541 -0.457 0.700
O -15.14212 8.67619 -7.77258 -0.144 -1.350 1.287
H -15.00515 9.42727 -8.34995 0.741 1.162 -1.218
H -15.81800 8.96499 -7.15938 -0.251 -0.170 0.353
O -9.65908 11.03362 -11.60783 0.177 0.241 -1.010
H -9.14174 11.40796 -10.89477 0.115 0.280 0.509
H -10.34000 10.52414 -11.16851 -0.575 -0.497 0.382
O -13.32182 12.09914 -5.42419 0.154 -0.264 0.344
H -14.16104 11.99048 -4.97683 -0.230 0.118 0.160
H -13.46787 11.73931 -6.29908 0.183 0.129 -0.476
O -9.71581 12.58318 -9.29688 0.689 0.069 -0.198
H -10.56141 12.28962 -8.95774 -0.846 -0.062 0.098
H -9.13904 12.58683 -8.53297 0.148 0.060 0.250
O -11.76995 12.78051 -11.39893 -0.083 1.106 -0.523
H -11.65503 13.64967 -11.78311 -0.247 0.442 0.148
H -10.95963 12.31626 -11.60890 1.241 -1.056 -0.125
O -10.47336 10.31738 -6.40129 0.634 0.346 0.433
H -10.97939 9.85676 -7.07061 -0.142 -0.096 -0.203
H -10.72470 9.89710 -5.57884 0.006 0.125 0.288

***

16
Properties=species:S:1:pos:R:3:forces:R:3 method="wB97M-V/def2-TZVPD" de_lowest_ev=2.070 charge=+1 homo_lumo_gap_ev="7.569 / 7.570" e_tot_ha=-475.18049 homo_ev="-14.094 / -14.095"
C 1.98215 -0.86437 0.03846 0.203 0.382 -0.010
C 0.93310 -1.80578 -0.00894 -0.385 0.339 -0.001
C 1.70056 0.46803 0.00147 0.074 -0.386 0.012
C -0.39257 -1.42454 -0.11861 -0.226 -0.027 0.077
C 0.33924 0.92614 -0.05933 -0.375 -0.007 -0.070
C -0.72073 -0.07218 -0.16522 0.653 -0.330 0.232
C 0.01250 2.23700 0.04575 0.212 -0.185 -0.004
N -3.06191 -0.38595 0.35844 -2.095 -1.007 0.630
O -4.09018 0.00222 0.04932 1.855 -0.083 0.083
O -1.93589 0.38607 -0.30739 -0.149 1.335 -0.896
H 2.99951 -1.21837 0.09774 0.076 0.049 -0.005
H 1.17056 -2.85959 0.02703 0.008 -0.069 -0.014
H 2.48120 1.21247 0.01666 0.131 0.044 0.048
H -1.17828 -2.16305 -0.17640 0.017 -0.054 -0.040
H 0.77516 2.99252 0.17442 0.093 0.016 -0.029
H -1.01445 2.56938 0.02660 -0.090 -0.019 -0.011

***

7
Properties=species:S:1:pos:R:3:forces:R:3 method="wB97M-V/def2-TZVPD" de_lowest_ev=3.310 charge=0 homo_lumo_gap_ev=9.602 e_tot_ha=-749.73896 homo_ev=-9.772
C -1.40119 0.37189 0.19634 5.157 -1.470 4.099
O -0.68094 1.15062 -0.56887 0.249 0.148 0.439
O 0.12294 -1.05827 0.64054 -2.531 1.947 -0.894
F -1.52586 0.72018 1.54530 -0.120 0.048 -2.646
Cl -2.66101 -0.48185 -0.36677 -1.505 -0.431 -0.901
H 0.26922 1.20964 -0.24648 -1.542 -0.357 -0.131
H -0.45438 -1.81968 0.80352 0.292 0.115 0.033